{
  "formula": "C5H7N",
  "method": "ωB97M-V/def2-TZVPD",
  "elements": ["H", "N", "H", "H", "H", "H", "C", "H", "C", "C", "C", "C", "H"],
  "xyz": [[-1.0545, -1.6533, 0.4466], [-0.1219, -1.0897, -0.5267], [2.3582, 1.0504, -0.4711], [2.4179, -0.0662, 0.8795], [-0.1147, 2.0102, 0.6861], [-2.6015, 0.9868, 0.5222], [0.5180, 0.0115, -0.1168], [-2.2545, -1.3469, -0.8561], [-0.3904, 1.0201, 0.3307], [-1.5354, -0.8169, -0.2618], [-1.6682, 0.5003, 0.2562], [2.0105, 0.0796, -0.1212], [2.4366, -0.6859, -0.7677]],
  "forces_ev_per_a": [[-1.452, 0.595, 0.603], [0.941, 1.910, -0.930], [-0.037, 0.078, -0.017], [0.009, 0.005, 0.082], [-0.052, -0.247, -0.068], [0.239, -0.076, -0.085], [-0.577, -1.039, -0.367], [-0.225, -0.037, -0.284], [-0.704, -0.177, 0.026], [1.181, -1.612, 0.719], [0.694, 0.633, 0.245], [0.109, -0.010, 0.072], [-0.124, -0.023, 0.004]],
  "lumo_ev": 1.073,
  "homo_energy_ev": -9.2466,
  "orbital_gap_ha": 0.3792,
  "smiles": "CC1=NCC=C1"
}

---

{
  "formula": "C5H24N2O6",
  "method": "ωB97M-V/def2-TZVPD",
  "elements": ["H", "H", "H", "N", "O", "H", "C", "C", "H", "O", "H", "H", "O", "H", "H", "O", "H", "H", "H", "C", "C", "H", "O", "H", "H", "H", "H", "O", "H", "H", "N", "H", "C", "H", "H", "H", "H"],
  "xyz": [[-2.8549, -0.1805, 0.4658], [-1.1149, -1.2387, 0.9008], [0.6287, -0.3633, 2.5434], [0.8648, -2.1020, 0.8507], [2.4339, 2.5487, -0.6606], [1.3367, -1.2747, 0.4391], [-0.1062, 0.8151, -1.0922], [-1.0793, 1.6569, -0.2258], [-1.8872, -2.5787, -1.2690], [-1.7027, 1.0339, 0.8452], [-2.0312, 1.7838, -0.7776], [-0.3011, -3.4967, -1.2266], [-3.6798, -0.6402, 0.1924], [-0.6993, 2.6328, 0.1413], [-1.8033, -0.5307, -1.3932], [2.0471, 1.8367, 2.1800], [1.8015, 1.5187, 1.2892], [0.4627, 1.0396, 2.9388], [3.1428, 2.0232, -0.5498], [-0.8248, -0.2575, -1.8548], [-0.8077, -2.5491, -0.9566], [-0.9916, 0.0084, -3.0093], [-0.0690, 0.2684, 2.9088], [0.1660, -1.7512, -2.7437], [-4.4825, -0.4038, 0.8000], [2.8725, 0.2374, -2.4774], [0.3487, 1.6119, -1.7789], [2.7173, 0.1180, -1.4842], [0.7111, 0.4791, -0.5350], [2.5292, 2.7280, 2.0022], [-0.0207, -1.4694, -1.7456], [-0.9072, -3.0743, 1.2007], [-0.6585, -2.2028, 0.5172], [1.2211, -2.9445, 0.5379], [-0.9380, 0.7942, 1.5432], [1.9099, -0.4322, -1.5622], [1.8557, 2.3132, -1.3940]],
  "forces_ev_per_a": [[-0.895, 0.360, 0.489], [0.208, -1.489, -0.830], [-1.462, 0.365, 0.730], [-2.530, 2.722, 0.938], [-3.994, 4.362, 0.293], [-0.558, -1.314, -0.075], [-1.714, 3.887, -0.724], [-1.476, 0.762, -1.057], [0.919, -0.016, 0.176], [2.931, -1.847, 3.367], [0.963, 0.939, -0.953], [-0.442, 0.289, 0.498], [-2.254, 0.004, 1.071], [0.216, -0.405, -0.666], [0.382, 0.917, -0.542], [1.114, 1.993, -0.732], [0.375, 0.598, 0.285], [0.945, 1.841, 0.520], [3.358, -3.226, -0.218], [-0.657, -0.358, -1.564], [0.608, 1.102, -1.421], [0.176, -0.328, 2.594], [0.663, -2.399, -1.191], [-0.360, -0.397, 1.700], [2.824, -0.407, -1.591], [0.217, -0.061, 2.025], [-0.726, -1.192, 0.493], [0.015, -0.698, -2.949], [0.858, -0.728, 1.012], [-1.412, -2.398, 0.313], [-0.580, -1.832, -1.697], [-0.508, 1.164, -0.978], [2.567, -0.191, 1.817], [1.529, -1.611, -0.795], [-2.380, 0.304, -1.128], [0.199, -0.259, 0.477], [0.880, -0.452, 0.316]],
  "lumo_ev": 0.290,
  "homo_energy_ev": -9.4211,
  "orbital_gap_ha": 0.3569,
  "smiles": "NCCNCCCO.O.O.O.O.O"
}

---

{
  "formula": "C24H24N3O2PtSSbSe",
  "method": "ωB97M-V/def2-TZVPD",
  "elements": ["H", "C", "C", "H", "H", "C", "H", "C", "C", "C", "H", "C", "N", "O", "H", "H", "Pt", "H", "C", "C", "C", "H", "H", "C", "H", "C", "C", "C", "H", "H", "H", "N", "C", "Sb", "C", "H", "C", "C", "C", "H", "H", "N", "S", "Se", "H", "O", "H", "H", "H", "H", "C", "C", "C", "C", "H", "H", "C"],
  "xyz": [[2.8422, -6.5058, -3.1382], [3.2113, -3.5013, -0.7367], [1.9774, -4.6668, -2.4629], [-4.4491, 4.8970, 1.8463], [5.0187, -4.4491, -0.0812], [2.9438, -5.6629, -2.4677], [-0.2799, -2.7818, 1.2942], [-2.3890, -5.2866, 0.4242], [-2.5406, -1.3670, -4.3911], [2.2109, 1.2470, -4.2228], [-1.2721, -4.2958, -2.6229], [0.3104, 0.6112, 2.3076], [-3.7183, 3.3059, 0.6650], [-2.0062, -0.3979, -2.3144], [-3.0504, -6.0176, 0.8686], [2.9417, -2.5303, -3.8237], [-1.0214, 0.1940, -0.6053], [3.3320, -2.6610, -0.0610], [2.7136, -1.4785, -3.9348], [-0.8380, -3.4614, 0.6606], [-2.3826, 4.2958, 2.3163], [-4.3316, 3.3376, 2.6816], [4.7808, -6.3670, -1.6177], [-0.7127, -3.4513, -0.7129], [2.0290, 2.3089, -4.3231], [-2.4595, 3.0371, 0.3792], [-3.8536, 3.9944, 1.9563], [3.2717, -0.7683, -4.9913], [1.0317, 1.0769, -2.4467], [-2.1389, 5.3509, 2.1987], [-2.7652, -5.9508, -1.5834], [-1.6483, 3.4950, 1.3220], [1.8832, -0.8182, -3.0416], [0.8093, -1.9080, -1.5050], [4.1684, -4.5102, -0.7471], [-3.4371, -1.9098, -4.0860], [2.1307, -3.5914, -1.6020], [-1.6479, -1.2402, -3.1988], [-1.6985, -4.3973, 1.2305], [1.1254, -4.7442, -3.1268], [3.9135, -1.2812, -5.6950], [-0.1512, 0.4837, 1.2549], [-1.9937, 2.2465, -1.0939], [1.0541, 0.8205, 3.9655], [-0.6532, 3.5393, 1.1784], [-0.6313, -1.9739, -3.1120], [-2.1326, 3.9825, 3.3263], [3.4577, 1.1318, -5.9633], [-2.8491, -0.3796, -4.7260], [-1.8193, -4.4277, 2.3054], [4.0344, -5.5846, -1.6118], [1.6457, 0.5459, -3.1678], [-2.2302, -5.2507, -0.9553], [3.0172, 0.5868, -5.1395], [-2.0450, -1.9113, -5.1890], [-4.4852, 3.0023, 0.0862], [-1.3815, -4.3220, -1.5483]],
  "forces_ev_per_a": [[-0.016, 0.009, -0.010], [0.031, -0.024, -0.005], [-0.097, 0.005, -0.009], [0.001, -0.006, 0.015], [-0.003, 0.004, 0.006], [0.024, -0.033, 0.004], [0.007, 0.017, -0.017], [0.002, -0.008, -0.028], [0.062, -0.092, -0.041], [0.012, 0.019, -0.004], [0.019, -0.010, 0.000], [0.106, 0.018, 0.141], [0.054, -0.031, -0.030], [-0.008, -0.081, -0.287], [-0.001, 0.002, 0.006], [-0.041, -0.005, -0.008], [0.056, -0.384, 0.355], [0.015, 0.010, -0.012], [0.045, -0.028, 0.007], [0.008, -0.019, 0.051], [-0.006, 0.054, 0.019], [0.006, -0.002, -0.011], [0.002, -0.004, -0.003], [-0.253, 0.064, 0.280], [-0.005, 0.002, -0.008], [0.110, 0.057, -0.069], [-0.024, 0.009, 0.023], [0.019, -0.016, 0.006], [-0.019, -0.024, -0.018], [0.005, -0.010, -0.002], [-0.007, -0.002, -0.003], [0.006, -0.073, -0.055], [0.073, 0.137, 0.027], [0.121, 0.333, -0.371], [0.000, 0.033, 0.022], [0.002, -0.002, 0.007], [0.021, -0.058, -0.006], [-0.300, 0.226, 0.235], [0.006, 0.008, 0.026], [0.004, 0.019, -0.009], [0.002, 0.003, -0.006], [-0.065, 0.024, 0.176], [-0.062, 0.120, 0.088], [-0.206, -0.074, -0.475], [0.010, 0.048, 0.037], [0.348, -0.296, -0.115], [0.004, 0.009, -0.003], [0.005, 0.004, 0.002], [0.006, 0.004, 0.003], [0.010, -0.003, 0.003], [-0.011, -0.004, -0.009], [-0.031, 0.027, 0.071], [-0.007, -0.024, 0.007], [-0.002, -0.009, 0.006], [0.002, 0.005, 0.005], [-0.026, 0.012, 0.030], [-0.014, 0.037, -0.044]],
  "spin_multiplicity": 5,
  "lumo_ev": [-4.965, -9.182],
  "homo_energy_ev": [-12.9275, -13.7403],
  "charge": 2,
  "orbital_gap_ha": [0.2926, 0.1675]
}

---

Ordered largest force on an atom results: 2.32 5.92 0.53; unit eV Å⁻¹.